# 1
DFT (wB97M-V/def2-TZVPD) results for a cluster of 7 separate species, C18H52N2O7 in total at a distorted geometry.

The geometry in XYZ format:
```
79
Properties=species:S:1:pos:R:3:lowdin_charge:R:1
C -7.034 -3.901 4.978 -0.104
C -8.097 -4.914 4.575 -0.300
O -8.608 -4.332 3.344 -0.097
H -7.566 -3.001 5.287 0.073
H -6.429 -3.726 4.088 0.075
H -6.430 -4.277 5.804 0.071
H -8.826 -5.028 5.378 0.105
H -7.553 -5.837 4.373 0.104
H -8.846 -5.048 2.750 0.073
C -1.595 6.272 3.898 -0.068
C -2.515 5.666 4.955 -0.372
O -1.949 5.122 6.105 -0.076
H -2.227 6.730 3.138 0.073
H -1.053 5.459 3.413 0.075
H -0.990 7.004 4.433 0.076
H -3.152 4.924 4.473 0.104
H -3.228 6.329 5.445 0.108
H -2.670 4.547 6.370 0.082
C 1.770 -2.621 5.219 -0.081
C 3.015 -3.001 4.361 -0.336
O 2.672 -3.085 3.002 -0.076
H 1.366 -1.816 4.604 0.067
H 2.158 -2.234 6.161 0.066
H 1.045 -3.418 5.382 0.068
H 3.456 -3.880 4.832 0.104
H 3.744 -2.197 4.455 0.104
H 2.972 -2.231 2.679 0.081
C 4.733 7.266 -0.246 -0.081
C 4.227 6.115 -1.113 -0.369
O 4.962 4.963 -1.013 -0.069
H 4.594 7.074 0.818 0.073
H 4.145 8.109 -0.608 0.070
H 5.768 7.556 -0.426 0.071
H 4.278 6.391 -2.166 0.109
H 3.188 5.906 -0.858 0.106
H 5.059 4.496 -1.846 0.088
C -2.976 -7.324 1.906 -0.089
C -2.115 -6.139 2.199 -0.384
O -0.806 -6.553 2.217 -0.065
H -4.021 -7.044 1.777 0.070
H -3.055 -7.995 2.761 0.077
H -2.568 -7.742 0.985 0.081
H -2.345 -5.791 3.206 0.106
H -2.229 -5.305 1.506 0.113
H -0.225 -5.798 2.098 0.089
C 3.900 3.164 -7.346 -0.092
C 3.863 1.786 -6.812 -0.447
C 3.565 0.676 -7.852 -0.201
O 3.413 -0.549 -7.203 -0.223
C 2.418 -1.477 -7.609 -0.076
N 5.049 1.674 -5.936 0.037
H 4.067 3.801 -6.477 0.077
H 2.918 3.433 -7.735 0.082
H 4.761 3.413 -7.965 0.082
H 3.085 1.769 -6.048 0.136
H 4.306 0.670 -8.651 0.125
H 2.631 0.847 -8.388 0.116
H 2.453 -2.429 -7.079 0.094
H 2.701 -1.602 -8.654 0.083
H 1.488 -0.910 -7.622 0.086
H 5.928 1.794 -6.419 0.065
H 5.055 0.669 -5.832 0.056
C 0.668 -0.828 -2.162 -0.087
C -0.026 0.154 -1.226 -0.405
C -1.497 -0.297 -0.791 -0.151
O -2.070 0.591 0.186 -0.203
C -3.277 0.118 0.725 -0.138
N 0.910 0.136 -0.097 0.015
H 1.662 -0.429 -2.362 0.076
H 0.092 -0.894 -3.086 0.068
H 0.698 -1.835 -1.745 0.080
H -0.064 1.165 -1.630 0.131
H -1.635 -1.276 -0.331 0.119
H -2.137 -0.252 -1.672 0.118
H -3.076 -0.579 1.538 0.086
H -3.969 -0.398 0.060 0.083
H -3.938 0.885 1.130 0.084
H 0.321 0.560 0.606 0.056
H 1.693 0.764 -0.210 0.072
```

For the HOMO-LUMO gap, the calculation gives 9.866 eV. As for the total energy: -1352.98003 a.u. As for the charge: 0. As for the SMILES: COC[C@H](C)N.COC[C@H](C)N.CCO.CCO.CCO.CCO.CCO. Its LUMO energy is 0.4 eV.

***

# 2
DFT (wB97M-V/def2-TZVPD) results for a cluster of 6 separate species, C18H52N4O6 in total at a distorted geometry.

The geometry in XYZ format:
```
80
Properties=species:S:1:pos:R:3:lowdin_charge:R:1
C -0.776 4.514 -0.555 -0.150
O -0.617 3.935 -1.780 -0.088
H -0.968 5.596 -0.677 0.099
H -1.608 4.082 -0.026 0.074
H 0.130 4.328 -0.027 0.072
H -1.252 4.010 -2.422 0.043
C 1.967 2.052 -1.419 -0.178
O 0.821 1.495 -2.056 -0.165
H 2.869 1.338 -1.308 0.086
H 2.470 2.966 -1.813 0.093
H 1.747 2.117 -0.380 0.044
H 0.071 2.149 -1.889 0.069
C -4.413 2.802 -3.386 -0.057
C -4.620 1.384 -2.817 -0.400
C -3.338 0.499 -2.939 -0.278
O -2.932 0.245 -4.199 -0.173
C -1.613 -0.289 -4.228 -0.083
N -5.043 1.493 -1.411 0.043
H -3.564 3.334 -2.987 0.053
H -5.294 3.372 -3.319 0.057
H -4.170 2.707 -4.467 0.091
H -5.435 0.974 -3.461 0.146
H -3.527 -0.454 -2.392 0.134
H -2.658 1.097 -2.334 0.113
H -0.826 0.442 -3.907 0.090
H -1.456 -0.559 -5.292 0.095
H -1.628 -1.223 -3.626 0.095
H -5.252 0.586 -1.032 0.061
H -4.327 1.975 -0.905 0.044
C 5.540 -2.822 0.953 -0.044
C 4.862 -2.954 -0.415 -0.422
C 4.078 -1.764 -0.944 -0.262
O 3.252 -2.200 -1.946 -0.175
C 2.278 -1.189 -2.426 -0.055
N 5.752 -3.539 -1.415 0.040
H 6.014 -3.712 1.256 0.068
H 4.939 -2.536 1.767 0.022
H 6.268 -2.043 0.863 0.076
H 4.096 -3.758 -0.162 0.152
H 4.865 -1.134 -1.369 0.128
H 3.549 -1.213 -0.206 0.099
H 1.643 -1.652 -3.173 0.078
H 2.796 -0.407 -3.053 0.101
H 1.669 -0.688 -1.718 0.047
H 5.157 -3.733 -2.230 0.077
H 6.483 -2.935 -1.751 0.064
C -4.486 1.792 3.009 -0.081
C -4.269 0.932 1.811 -0.424
C -2.768 0.574 1.834 -0.196
O -2.053 1.802 1.728 -0.209
C -0.627 1.610 1.712 -0.067
N -5.010 -0.348 1.867 0.050
H -3.721 2.563 3.145 0.081
H -4.478 1.200 3.958 0.091
H -5.438 2.285 3.168 0.073
H -4.462 1.518 0.912 0.103
H -2.455 -0.013 0.991 0.115
H -2.636 0.106 2.817 0.130
H -0.317 2.518 1.267 0.052
H -0.378 0.698 1.150 0.098
H -0.218 1.545 2.665 0.059
H -5.081 -0.676 2.793 0.044
H -5.992 -0.187 1.663 0.073
C 3.746 -1.718 4.241 -0.071
C 2.906 -1.456 2.992 -0.447
C 1.958 -2.619 2.746 -0.220
O 1.369 -2.459 1.459 -0.205
C 0.579 -3.607 1.058 -0.075
N 2.227 -0.163 3.202 0.050
H 4.415 -0.812 4.381 0.103
H 4.297 -2.666 4.195 0.076
H 3.045 -1.788 5.037 0.059
H 3.558 -1.335 2.135 0.098
H 1.238 -2.740 3.557 0.129
H 2.535 -3.546 2.775 0.118
H 1.103 -4.551 1.401 0.101
H 0.377 -3.609 -0.022 0.090
H -0.343 -3.553 1.598 0.067
H 1.270 -0.309 3.473 0.054
H 2.112 0.324 2.306 0.064
```

For the HOMO-LUMO gap, the calculation gives 9.710 eV. As for the total energy: -1387.27927 a.u. As for the charge: 0. As for the SMILES: COC[C@H](C)N.COC[C@H](C)N.COC[C@H](C)N.COC[C@H](C)N.CO.CO. Its LUMO energy is 0.6 eV.

***

# 3
DFT (wB97M-V/def2-TZVPD) results for a cluster of 8 separate species, C18H52O8 in total at a distorted geometry.

The geometry in XYZ format:
```
78
Properties=species:S:1:pos:R:3:lowdin_charge:R:1
C 0.289 -2.381 2.951 -0.113
O 1.741 -2.380 2.795 -0.110
H -0.169 -2.196 1.996 0.039
H -0.019 -1.656 3.680 0.063
H -0.055 -3.363 3.284 0.085
H 2.050 -1.512 2.595 0.011
C -0.094 -4.606 0.478 -0.195
O -1.227 -4.267 1.139 -0.093
H -0.050 -5.663 0.236 0.086
H 0.779 -4.338 1.002 0.068
H -0.073 -4.123 -0.481 0.064
H -1.890 -4.036 0.484 0.071
C -2.786 -1.416 -0.125 -0.103
O -1.953 -0.553 0.667 -0.096
H -3.390 -0.809 -0.776 0.058
H -3.518 -1.920 0.486 0.086
H -2.224 -2.110 -0.774 0.075
H -2.367 -0.295 1.472 0.064
C -2.653 -1.607 -3.921 -0.010
C -2.638 -0.079 -3.994 -0.695
C -3.501 0.545 -5.062 -0.030
O -2.943 0.402 -2.909 0.002
H -2.136 -1.907 -4.814 0.082
H -3.669 -1.993 -3.866 0.091
H -2.037 -1.901 -3.065 0.044
H -1.650 0.275 -4.302 0.146
H -3.446 1.674 -4.974 0.114
H -4.497 0.243 -4.982 0.061
H -3.279 0.351 -6.085 0.074
H -3.894 0.225 -2.930 0.139
C -0.766 3.140 -2.822 -0.048
C -0.160 2.189 -1.874 -0.678
C 0.879 2.980 -1.136 -0.032
O -1.009 1.635 -1.121 0.021
H -0.031 3.744 -3.326 0.086
H -1.488 3.790 -2.341 0.095
H -1.391 2.581 -3.508 0.062
H 0.363 1.390 -2.429 0.140
H 1.766 3.219 -1.762 0.102
H 1.140 2.390 -0.283 0.041
H 0.360 3.944 -0.782 0.118
H -1.576 1.082 -1.646 0.065
C 0.331 -1.431 -2.006 -0.044
C 0.705 -1.380 -0.580 -0.566
C 2.081 -2.164 -0.515 -0.010
O 0.916 -0.250 -0.043 0.018
H 0.007 -2.362 -2.339 0.057
H 1.089 -1.091 -2.742 0.111
H -0.520 -0.723 -2.178 0.068
H 0.033 -1.989 -0.008 0.093
H 2.060 -3.183 -0.926 0.087
H 2.539 -2.207 0.404 0.032
H 2.822 -1.617 -1.082 0.081
H 0.108 0.143 0.127 0.045
C 4.431 1.347 2.968 -0.031
C 3.473 1.241 1.794 -0.662
C 4.294 1.479 0.558 -0.039
O 2.883 0.141 1.716 -0.026
H 3.947 1.220 3.925 0.074
H 4.932 2.279 2.993 0.063
H 5.270 0.642 2.885 0.092
H 2.704 2.021 1.899 0.128
H 3.638 1.463 -0.301 0.067
H 5.127 0.780 0.439 0.095
H 4.709 2.473 0.578 0.077
H 2.260 0.169 0.940 0.088
C 0.285 1.160 2.962 -0.029
C -0.874 1.393 3.906 -0.627
C -0.814 2.778 4.567 -0.059
O -1.933 1.541 3.291 0.001
H 1.195 0.922 3.469 0.077
H 0.497 1.882 2.127 0.105
H 0.049 0.260 2.396 0.052
H -0.963 0.662 4.685 0.147
H -0.772 3.651 3.835 0.106
H 0.104 2.803 5.149 0.065
H -1.619 2.999 5.315 0.092
H -1.809 2.235 2.636 0.123
```

For the HOMO-LUMO gap, the calculation gives 9.628 eV. As for the total energy: -1318.65418 a.u. As for the charge: 0. As for the SMILES: CC(C)O.CC(C)O.CC(C)O.CC(C)O.CC(C)O.CO.CO.CO. Its LUMO energy is 0.3 eV.

***

# 4
DFT (wB97M-V/def2-TZVPD) results for a cluster of 9 separate species, C18H54O18 in total at a distorted geometry.

The geometry in XYZ format:
```
90
Properties=species:S:1:pos:R:3:lowdin_charge:R:1
C 25.176 -6.081 -4.135 -0.225
C 24.546 -7.019 -5.147 -0.232
O 25.504 -7.487 -6.096 -0.057
O 25.404 -4.761 -4.607 -0.065
H 26.125 -6.556 -3.839 0.131
H 24.645 -6.043 -3.181 0.119
H 23.719 -6.553 -5.691 0.120
H 24.177 -7.871 -4.583 0.095
H 25.913 -6.716 -6.500 0.079
H 26.298 -4.662 -4.941 0.101
C 18.751 -11.589 -5.917 -0.229
C 19.031 -10.196 -6.410 -0.213
O 20.418 -9.913 -6.533 -0.072
O 18.466 -12.413 -7.051 -0.066
H 17.900 -11.573 -5.230 0.120
H 19.626 -11.960 -5.378 0.119
H 18.615 -9.466 -5.709 0.117
H 18.479 -10.035 -7.341 0.130
H 20.737 -10.150 -7.408 0.112
H 18.613 -13.334 -6.819 0.084
C 23.825 -10.705 -4.679 -0.244
C 23.926 -12.194 -4.493 -0.246
O 22.698 -12.848 -4.783 -0.067
O 23.197 -10.184 -3.513 -0.082
H 23.191 -10.510 -5.553 0.121
H 24.803 -10.243 -4.861 0.116
H 24.237 -12.402 -3.464 0.121
H 24.674 -12.617 -5.165 0.120
H 22.033 -12.475 -4.195 0.076
H 22.785 -9.341 -3.733 0.023
C 17.589 -5.441 -2.018 -0.270
C 16.417 -6.037 -2.740 -0.240
O 15.839 -5.141 -3.697 -0.076
O 17.154 -4.491 -1.053 -0.061
H 18.271 -4.989 -2.747 0.106
H 18.137 -6.264 -1.540 0.109
H 15.628 -6.321 -2.033 0.120
H 16.709 -6.934 -3.287 0.112
H 15.897 -4.257 -3.321 0.077
H 17.972 -4.206 -0.617 0.038
C 18.102 -3.256 -8.705 -0.245
C 19.203 -3.426 -7.692 -0.247
O 19.393 -4.785 -7.288 -0.079
O 16.824 -3.343 -8.081 -0.055
H 18.197 -3.992 -9.507 0.125
H 18.206 -2.269 -9.168 0.120
H 18.922 -2.865 -6.793 0.124
H 20.156 -3.058 -8.061 0.104
H 18.554 -5.087 -6.920 0.085
H 16.447 -4.205 -8.267 0.085
C 22.133 -3.228 -5.827 -0.249
C 22.593 -1.993 -6.588 -0.251
O 23.991 -2.003 -6.762 -0.054
O 22.937 -3.440 -4.673 -0.089
H 22.286 -4.102 -6.479 0.126
H 21.081 -3.215 -5.550 0.100
H 22.259 -1.094 -6.050 0.124
H 22.129 -1.962 -7.574 0.107
H 24.382 -1.782 -5.911 0.086
H 23.756 -3.878 -4.944 0.039
C 20.383 -3.064 -1.009 -0.209
C 21.808 -3.536 -0.909 -0.240
O 22.622 -2.667 -0.115 -0.070
O 19.584 -3.504 0.102 -0.074
H 19.925 -3.480 -1.906 0.105
H 20.344 -1.973 -1.052 0.125
H 22.269 -3.725 -1.886 0.108
H 21.838 -4.514 -0.426 0.119
H 22.865 -1.910 -0.656 0.081
H 19.813 -2.975 0.871 0.099
C 20.027 -9.324 -1.237 -0.243
C 21.406 -9.208 -0.654 -0.204
O 22.126 -8.213 -1.405 -0.080
O 20.027 -9.793 -2.569 -0.060
H 19.499 -8.367 -1.154 0.110
H 19.491 -10.081 -0.662 0.126
H 21.923 -10.169 -0.703 0.124
H 21.331 -8.891 0.393 0.124
H 22.975 -8.060 -0.983 0.103
H 20.632 -9.298 -3.138 0.038
C 20.655 -7.058 -4.778 -0.193
C 21.168 -5.959 -3.877 -0.204
O 20.648 -6.064 -2.549 -0.081
O 21.484 -8.218 -4.666 -0.114
H 20.615 -6.689 -5.810 0.116
H 19.632 -7.313 -4.476 0.124
H 20.908 -4.986 -4.277 0.096
H 22.256 -6.015 -3.788 0.106
H 21.076 -6.850 -2.176 0.040
H 21.253 -8.788 -5.419 0.053
```

For the HOMO-LUMO gap, the calculation gives 9.960 eV. As for the total energy: -2072.40211 a.u. As for the charge: 0. As for the SMILES: OCCO.OCCO.OCCO.OCCO.OCCO.OCCO.OCCO.OCCO.OCCO. Its LUMO energy is 0.2 eV.

***

# 5
DFT (wB97M-V/def2-TZVPD) results for a cluster of 9 separate species, C18H54O9 in total at a distorted geometry.

The geometry in XYZ format:
```
81
Properties=species:S:1:pos:R:3:lowdin_charge:R:1
C -6.639 -5.756 14.730 -0.076
C -6.293 -5.015 13.459 -0.324
O -6.947 -3.748 13.454 -0.100
H -5.924 -6.577 14.845 0.077
H -7.629 -6.211 14.686 0.055
H -6.559 -5.111 15.602 0.080
H -6.560 -5.586 12.564 0.108
H -5.201 -4.904 13.408 0.112
H -6.803 -3.376 12.572 0.036
C -12.531 -1.622 13.836 -0.097
C -13.712 -0.934 13.209 -0.304
O -14.179 -1.600 12.020 -0.090
H -11.603 -1.414 13.302 0.069
H -12.670 -2.703 13.912 0.068
H -12.417 -1.291 14.873 0.079
H -13.436 0.099 12.974 0.109
H -14.569 -0.913 13.877 0.112
H -13.406 -1.756 11.467 0.067
C -14.484 -8.045 14.810 -0.093
C -14.667 -7.248 16.086 -0.309
O -15.830 -6.415 16.067 -0.078
H -14.334 -7.438 13.920 0.056
H -15.403 -8.627 14.629 0.088
H -13.746 -8.838 14.933 0.061
H -13.801 -6.607 16.278 0.103
H -14.753 -7.938 16.929 0.108
H -16.206 -6.444 15.184 0.066
C -10.866 -3.779 9.769 -0.085
C -11.369 -3.716 8.347 -0.292
O -11.592 -2.302 8.120 -0.100
H -11.392 -3.117 10.443 0.070
H -9.811 -3.481 9.709 0.058
H -10.735 -4.805 10.121 0.073
H -12.284 -4.290 8.192 0.090
H -10.630 -4.005 7.598 0.109
H -12.222 -2.176 7.406 0.076
C -8.089 -1.057 10.828 -0.070
C -7.009 -1.883 10.144 -0.270
O -6.972 -3.214 10.705 -0.103
H -9.079 -1.262 10.428 0.062
H -7.874 0.011 10.770 0.076
H -8.076 -1.289 11.896 0.076
H -6.029 -1.433 10.312 0.110
H -7.155 -1.955 9.066 0.114
H -7.211 -3.824 10.004 0.092
C -9.251 -9.381 15.002 -0.086
C -9.951 -10.358 15.908 -0.311
O -11.307 -10.505 15.449 -0.096
H -9.429 -9.685 13.969 0.077
H -8.173 -9.445 15.164 0.076
H -9.579 -8.362 15.187 0.065
H -9.958 -10.025 16.952 0.111
H -9.479 -11.346 15.906 0.109
H -11.820 -10.824 16.197 0.077
C -13.399 -8.706 11.503 -0.097
C -12.341 -9.571 12.183 -0.308
O -12.174 -10.761 11.421 -0.073
H -13.276 -8.687 10.418 0.079
H -13.382 -7.681 11.875 0.031
H -14.406 -9.118 11.638 0.077
H -12.671 -9.770 13.206 0.082
H -11.395 -9.045 12.268 0.096
H -13.038 -11.172 11.324 0.080
C -14.335 -5.145 10.296 -0.069
C -15.423 -4.492 11.150 -0.287
O -16.621 -5.290 11.218 -0.091
H -13.992 -4.484 9.499 0.051
H -14.609 -6.099 9.850 0.075
H -13.438 -5.320 10.901 0.047
H -15.754 -3.584 10.652 0.105
H -15.106 -4.257 12.163 0.099
H -16.442 -6.052 11.777 0.064
C -11.140 -6.159 13.273 -0.069
C -10.140 -5.040 13.213 -0.318
O -9.156 -5.302 12.230 -0.090
H -11.799 -6.059 14.136 0.077
H -10.639 -7.127 13.309 0.059
H -11.758 -6.180 12.368 0.050
H -9.612 -4.984 14.180 0.107
H -10.589 -4.044 13.105 0.100
H -8.455 -4.647 12.340 0.033
```

For the HOMO-LUMO gap, the calculation gives 10.404 eV. As for the total energy: -1395.24029 a.u. As for the charge: 0. As for the SMILES: CCO.CCO.CCO.CCO.CCO.CCO.CCO.CCO.CCO. Its LUMO energy is 0.5 eV.